(1)
Formula: C6H9HoMgO5
Source: OMol25
Level of theory: ωB97M-V/def2-TZVPD

Output
<S²>: 8.76
Net charge: +1
Kohn-Sham gap (alpha / beta) in eV: 6.03 / 5.63
E_HOMO (alpha / beta) in eV: -10.41 / -10.42
Multiplicity: 6

```
22
C6H9HoMgO5 ωB97M-V/def2-TZVPD
O -2.03419 -0.49445 -1.73714
C -2.30465 0.59755 -0.95543
C -1.37783 1.67719 -1.17101
O -0.08729 1.31336 -1.55612
Ho -0.16299 -0.77619 -1.78918
H -3.36211 0.90629 -0.93976
H -1.74223 2.47658 -1.83137
O 1.34034 1.34832 1.07538
C 0.08239 1.07168 1.50397
C -0.43961 -0.29378 1.47133
O 0.11448 -1.12055 0.44654
C 1.40423 -1.73009 0.65041
C 2.07544 -1.75784 -0.67873
O 1.93480 -0.65102 -1.42731
Mg 1.70809 1.25836 -0.80753
H -0.19502 1.55117 2.46027
H -0.43252 -0.85280 2.41028
H 1.28067 -2.73724 1.07441
H 1.93975 -1.09409 1.37810
H 2.90846 -2.43911 -0.87506
H -1.78324 0.01493 0.84616
H -0.86696 1.73173 0.45177
```

What are the Löwdin partial charges on each atom? They are as follows, in elementary charge units:
1 O -0.3231
2 C -0.2821
3 C -0.2307
4 O -0.4022
5 Ho 1.6891
6 H 0.1289
7 H 0.1485
8 O -0.2861
9 C -0.3447
10 C -0.1498
11 O -0.2991
12 C -0.1575
13 C -0.2017
14 O -0.3633
15 Mg 1.0001
16 H 0.1304
17 H 0.1384
18 H 0.1483
19 H 0.1489
20 H 0.1318
21 H 0.2123
22 H 0.1636

---

(2)
Formula: C14H8N6O2RuS
Source: OMol25
Level of theory: ωB97M-V/def2-TZVPD

Output
<S²>: 0.76
Net charge: -1
Kohn-Sham gap (alpha / beta) in eV: 5.53 / 5.25
E_HOMO (alpha / beta) in eV: -3.64 / -3.38
Multiplicity: 2

```
32
C14H8N6O2RuS ωB97M-V/def2-TZVPD
Ru -0.13631 -0.19613 0.33866
O -1.46911 3.55747 -0.51084
C -1.32091 2.35687 -0.28644
N -0.12321 1.68857 -0.14334
C 1.08429 2.33377 -0.28864
O 1.25589 3.53087 -0.51614
C 2.19519 1.38607 -0.15374
C 3.52609 1.81927 -0.14974
C 4.54209 0.90697 -0.02404
C 4.20969 -0.45593 0.09006
C 2.88369 -0.82213 0.08406
N 1.88429 0.05547 -0.03804
C -2.44451 1.42517 -0.15644
C -3.77381 1.86657 -0.15424
C -4.79451 0.95857 -0.03074
C -4.47011 -0.40713 0.08256
C -3.14611 -0.78123 0.07856
N -2.14331 0.09117 -0.04064
H 3.70229 2.87877 -0.24544
H 5.57519 1.21907 -0.01084
H 4.97589 -1.20753 0.18626
H 2.60039 -1.86683 0.17676
H -3.94831 2.92687 -0.24844
H -5.82631 1.27567 -0.01864
H -5.24291 -1.15253 0.17786
H -2.86071 -1.82563 0.17046
S -0.12461 0.00847 2.63956
N 1.86379 -6.24783 -0.74084
C 1.15799 -5.38223 -0.44714
N 0.29979 -4.50613 -0.08514
C 0.18659 -3.27843 0.03846
N -0.11841 -2.15593 0.22626
```

What are the Löwdin partial charges on each atom? They are as follows, in elementary charge units:
1 Ru 0.7927
2 O 0.0747
3 C -0.4319
4 N -0.0682
5 C -0.4330
6 O 0.0743
7 C -0.1654
8 C 0.0009
9 C -0.0543
10 C -0.0460
11 C -0.1137
12 N -0.0358
13 C -0.1634
14 C 0.0010
15 C -0.0570
16 C -0.0506
17 C -0.1205
18 N -0.0427
19 H 0.1163
20 H 0.1022
21 H 0.1015
22 H 0.1037
23 H 0.1166
24 H 0.1016
25 H 0.0991
26 H 0.1077
27 S -0.2781
28 N 0.0549
29 C -0.4485
30 N 0.0724
31 C -0.3476
32 N -0.0629

---

(3)
Formula: BF4H18O9
Source: OMol25
Level of theory: ωB97M-V/def2-TZVPD

Output
Relative energy (zero: lowest compared OMol25 entry of this formula, charge and spin) in kJ/mol: 39.9
<S²>: 0.76
Kohn-Sham gap (alpha / beta) in eV: 10.31 / 2.81
E_HOMO (alpha / beta) in eV: -10.98 / -10.92
Multiplicity: 2

```
32
BF4H18O9 ωB97M-V/def2-TZVPD
B -15.08281 -1.70957 -8.75377
F -14.87293 -2.91507 -8.24643
F -14.04372 -0.93415 -8.45098
F -15.21563 -1.79498 -10.15123
F -16.24831 -1.19423 -8.16750
O -13.79852 -1.24200 -12.99389
H -14.01366 -1.45475 -12.08577
H -14.54308 -0.72549 -13.30223
O -17.86350 -2.70677 -6.40061
H -17.81770 -1.94844 -6.98291
H -16.95228 -2.97633 -6.28550
O -15.69538 1.56373 -8.38089
H -15.49637 0.62855 -8.33533
H -16.63971 1.60101 -8.53280
O -15.44577 -4.76106 -10.42011
H -16.22889 -4.21187 -10.38356
H -14.72565 -4.16645 -10.21013
O -17.50277 -1.07884 -11.65724
H -17.12021 -0.84161 -10.81250
H -16.95647 -1.79789 -11.97466
O -18.35833 0.03661 -7.00309
H -18.67148 -0.11183 -7.89535
H -18.97479 -0.44275 -6.44953
O -16.48953 0.98872 -5.22020
H -17.17329 0.99266 -4.55036
H -16.92373 0.65299 -6.00441
O -11.64781 -2.52462 -8.55405
H -11.21207 -2.07531 -9.27826
H -12.47238 -2.05210 -8.43982
O -14.64870 -1.55219 -5.79408
H -14.17947 -1.66028 -6.62134
H -15.48880 -1.16699 -6.04324
```

What are the Löwdin partial charges on each atom? They are as follows, in elementary charge units:
1 B -1.4421
2 F 0.2358
3 F 0.2054
4 F 0.1367
5 F 0.1114
6 O -0.0468
7 H 0.0000
8 H 0.0284
9 O -0.0085
10 H -0.0160
11 H 0.0297
12 O 0.0322
13 H -0.0045
14 H 0.0440
15 O -0.0394
16 H 0.0224
17 H 0.0124
18 O -0.0473
19 H -0.0001
20 H 0.0246
21 O -0.0408
22 H 0.0768
23 H 0.0688
24 O 0.0913
25 H 0.0771
26 H -0.0076
27 O -0.0381
28 H 0.0399
29 H -0.0169
30 O 0.3321
31 H 0.0791
32 H 0.0598